Record 1
Entry from the Open Molecules 2025 dataset: an isolated molecule of C3H6 in a non-equilibrium geometry (ωB97M-V/def2-TZVPD).

Output
LUMO level: 0.0477 Eh
Total energy: -3207.2403 eV
ΔE to the lowest compared entry with this formula, charge and spin: 5.04 kcal/mol
M: 42.1 g/mol
SMILES: C=CC

Last column: Löwdin charge in e.
Geometry (Å):
C1 -0.330 0.807 0.682  -0.149
C2 -0.211 -0.059 -0.506  -0.260
C3 0.549 -1.149 -0.606  -0.019
H1 0.286 1.779 0.608  0.100
H2 -1.332 1.177 1.008  0.074
H3 -0.018 0.375 1.621  0.057
H4 -0.829 0.266 -1.332  0.088
H5 0.685 -1.592 -1.610  0.055
H6 1.200 -1.603 0.135  0.054

Record 2
Entry from the Open Molecules 2025 dataset: C22H17N3O4PdS as an isolated structure (ωB97M-V/def2-TZVPD).

Output
LUMO level (spin up / spin down): -0.0087 / -0.0570 Eh
Total energy: -50060.4108 eV
<S²>: 2.045
Spin multiplicity: 3
M: 525.9 g/mol

Last column: Löwdin charge in e.
Geometry (Å):
Pd1 0.371 0.515 -1.226  1.163
S1 4.455 2.145 -1.401  1.040
C1 4.644 0.446 -1.367  -0.414
C2 3.451 -0.214 -1.371  -0.190
C3 2.343 0.674 -1.381  -0.277
C4 2.744 1.982 -1.386  -0.526
C5 1.750 3.036 -1.316  -0.263
C6 1.979 4.402 -1.247  -0.008
C7 0.897 5.260 -1.163  -0.044
C8 -0.391 4.743 -1.150  -0.040
C9 -0.553 3.374 -1.225  -0.075
N1 0.491 2.554 -1.314  -0.008
H1 5.637 0.024 -1.364  0.067
H2 3.376 -1.293 -1.362  0.094
H3 2.995 4.772 -1.247  0.110
H4 1.054 6.329 -1.103  0.114
H5 -1.257 5.385 -1.077  0.110
H6 -1.525 2.901 -1.212  0.113
O1 -1.670 0.503 -1.283  -0.278
C10 -2.440 0.503 -0.216  -0.237
C11 -2.076 0.471 1.148  -0.161
C12 -3.112 0.348 2.104  0.024
C13 -2.848 0.272 3.450  -0.180
C14 -1.549 0.309 3.943  -0.027
C15 -0.512 0.443 3.033  -0.028
C16 -0.729 0.554 1.657  -0.354
O2 0.351 0.750 0.907  -0.145
N2 -3.963 0.138 4.386  -0.362
O3 -3.708 0.083 5.576  0.055
O4 -5.095 0.120 3.938  0.055
H7 -3.510 0.496 -0.418  0.107
H8 -4.140 0.304 1.768  0.119
H9 -1.366 0.235 5.004  0.109
H10 0.517 0.495 3.369  0.114
C17 0.121 -5.793 -1.045  -0.034
C18 0.213 -4.297 -1.097  -0.250
C19 0.311 -3.610 -2.300  -0.008
C20 0.391 -2.233 -2.300  -0.097
N3 0.380 -1.521 -1.172  -0.063
C21 0.288 -2.162 -0.003  -0.067
C22 0.204 -3.537 0.067  0.007
H11 0.142 -6.230 -2.042  0.079
H12 -0.803 -6.101 -0.553  0.092
H13 0.950 -6.205 -0.468  0.090
H14 0.321 -4.141 -3.243  0.118
H15 0.463 -1.674 -3.223  0.120
H16 0.286 -1.545 0.884  0.109
H17 0.124 -4.011 1.037  0.127

Record 3
Entry from the Open Molecules 2025 dataset: a 13-piece molecular cluster, C13H34Cl10N8O16 overall in a non-equilibrium geometry (ωB97M-V/def2-TZVPD).

Output
LUMO level: -0.0185 Eh
Total energy: -183914.0504 eV
M: 913.0 g/mol

Last column: Löwdin charge in e.
Geometry (Å):
C1 -2.583 -2.730 1.900  0.019
N1 -2.690 -1.748 3.018  -0.429
O1 -1.818 -1.898 3.874  0.023
O2 -3.636 -0.994 3.063  0.065
H1 -3.107 -2.358 1.019  0.048
H2 -2.810 -3.734 2.260  0.106
H3 -1.519 -2.809 1.679  0.062
C2 3.331 -2.323 -3.078  0.027
N2 3.062 -1.551 -1.877  -0.400
O3 2.062 -1.955 -1.317  0.036
O4 3.854 -0.689 -1.434  0.024
H4 4.373 -2.242 -3.388  0.107
H5 2.707 -1.869 -3.848  0.059
H6 3.051 -3.374 -3.007  0.087
C3 -2.748 4.613 0.202  0.009
N3 -2.862 4.218 1.614  -0.399
O5 -3.556 3.209 1.805  0.044
O6 -2.182 4.850 2.434  0.033
H7 -2.156 5.519 0.073  0.085
H8 -3.749 4.853 -0.156  0.105
H9 -2.232 3.871 -0.407  0.050
C4 -1.188 3.225 5.228  0.010
N4 -1.524 1.780 5.295  -0.419
O7 -0.895 1.109 6.119  0.028
O8 -2.383 1.363 4.510  0.031
H10 -1.067 3.475 4.174  0.037
H11 -0.254 3.435 5.749  0.087
H12 -2.016 3.787 5.661  0.105
C5 0.244 -5.008 -2.954  0.030
N5 1.076 -6.208 -2.741  -0.379
O9 2.199 -6.015 -2.154  0.005
O10 0.600 -7.261 -3.173  0.082
H13 -0.404 -4.789 -2.106  0.101
H14 -0.335 -5.320 -3.823  0.077
H15 0.926 -4.183 -3.159  0.075
C6 2.292 -5.121 0.915  0.026
N6 0.879 -5.223 0.673  -0.445
O11 0.386 -6.349 0.599  0.063
O12 0.290 -4.218 0.369  0.044
H16 2.495 -4.457 1.755  0.108
H17 2.694 -4.726 -0.018  0.087
H18 2.741 -6.104 1.059  0.107
C7 -4.105 0.990 -1.165  -0.040
N7 -4.588 0.119 -0.110  -0.428
O13 -4.728 0.570 1.017  0.063
O14 -4.759 -1.087 -0.366  0.010
H19 -3.858 0.380 -2.034  0.073
H20 -3.193 1.472 -0.813  0.030
H21 -4.931 1.672 -1.367  0.112
C8 3.639 2.417 -0.858  -0.009
N8 5.012 2.187 -0.336  -0.453
O15 5.168 2.403 0.851  0.044
O16 5.902 2.005 -1.137  0.069
H22 2.973 1.863 -0.197  0.074
H23 3.606 1.928 -1.832  0.061
H24 3.575 3.504 -0.903  0.083
C9 2.856 0.139 3.319  -0.909
Cl1 1.091 0.173 3.572  0.519
Cl2 3.105 -0.603 1.674  0.501
H25 3.299 1.135 3.316  0.019
H26 3.315 -0.505 4.069  0.030
C10 -0.378 0.029 0.063  -0.890
Cl3 -1.206 1.073 1.337  0.527
Cl4 -1.483 -1.018 -0.874  0.587
H27 0.089 0.716 -0.643  0.011
H28 0.425 -0.562 0.503  -0.015
C11 -1.465 -1.689 -4.942  -1.057
Cl5 -1.490 -3.216 -5.759  0.553
Cl6 0.198 -1.146 -4.837  0.526
H29 -2.116 -0.997 -5.477  0.037
H30 -1.867 -1.812 -3.937  0.009
C12 -0.442 3.553 -3.797  -0.980
Cl7 1.202 2.847 -3.463  0.492
Cl8 -1.769 2.716 -3.034  0.564
H31 -0.489 4.585 -3.449  0.028
H32 -0.596 3.542 -4.876  0.030
C13 1.314 5.447 2.079  -0.956
Cl9 1.561 3.999 3.091  0.538
Cl10 1.195 5.037 0.330  0.488
H33 0.335 5.858 2.324  0.006
H34 2.054 6.229 2.252  0.037

Record 4
Entry from the Open Molecules 2025 dataset: an isolated molecule of C2H5FN2 in a non-equilibrium geometry (ωB97M-V/def2-TZVPD).

Output
LUMO level: 0.0393 Eh
Total energy: -7851.1505 eV
ΔE to the lowest compared entry with this formula, charge and spin: 27.79 kcal/mol
M: 76.1 g/mol
SMILES: N/N=C\CF

Last column: Löwdin charge in e.
Geometry (Å):
C1 -0.123 1.066 -0.142  -0.187
C2 1.103 0.347 0.365  -0.211
H1 -2.187 -1.255 -0.129  0.091
H2 -0.492 -1.276 0.089  0.072
H3 -0.083 2.091 -0.503  0.102
H4 1.980 0.983 0.252  0.105
H5 1.030 0.184 1.472  0.130
N1 -1.371 -0.774 0.227  0.020
N2 -1.232 0.510 -0.160  -0.065
F1 1.343 -0.817 -0.332  -0.057

Record 5
Entry from the Open Molecules 2025 dataset: a 2-piece molecular cluster, C9H22BIO8P overall (ωB97M-V/def2-TZVPD).

Output
LUMO level: 0.0899 Eh
Total energy: -44139.9068 eV
ΔE to the lowest compared entry with this formula, charge and spin: 0.00 kcal/mol
M: 427.0 g/mol
Net charge: -1

Last column: Löwdin charge in e.
Geometry (Å):
C1 -2.032 0.607 0.117  -0.071
C2 -3.327 -0.021 0.651  -0.420
O1 -3.030 -1.029 1.594  -0.052
B1 -3.195 -2.349 0.928  -0.663
P1 -1.602 -3.501 0.931  0.531
O2 -1.451 -4.589 1.919  -0.340
O3 -1.577 -4.076 -0.600  -0.179
O4 -0.251 -2.575 0.948  -0.181
O5 -3.416 -1.990 -0.544  -0.175
C3 -4.120 -0.825 -0.384  -0.770
I1 -4.456 0.194 -2.257  0.762
H1 -1.778 0.233 -0.876  0.048
H2 -1.224 0.329 0.792  0.062
H3 -2.100 1.696 0.061  0.068
H4 -3.969 0.748 1.094  0.137
H5 -4.136 -3.000 1.361  0.088
H6 -2.049 -3.457 -1.179  0.048
H7 -0.054 -2.187 0.084  0.047
H8 -5.131 -1.011 -0.004  0.085
C4 0.547 3.121 1.368  -0.112
O6 1.687 2.300 1.270  -0.189
C5 1.513 0.973 1.732  -0.189
C6 1.964 -0.070 0.734  -0.172
O7 1.190 -0.168 -0.449  -0.134
C7 1.215 0.880 -1.396  -0.185
C8 2.501 1.007 -2.186  -0.197
O8 3.585 1.483 -1.412  -0.189
C9 4.778 0.748 -1.516  -0.123
H9 0.461 3.574 2.363  0.086
H10 0.650 3.919 0.632  0.087
H11 -0.372 2.566 1.158  0.062
H12 0.471 0.785 2.010  0.118
H13 2.126 0.832 2.632  0.127
H14 1.809 -1.033 1.227  0.121
H15 3.028 0.034 0.510  0.114
H16 0.930 1.840 -0.959  0.117
H17 0.446 0.604 -2.123  0.129
H18 2.309 1.713 -3.006  0.124
H19 2.743 0.036 -2.634  0.123
H20 4.585 -0.322 -1.647  0.087
H21 5.338 0.887 -0.591  0.086
H22 5.397 1.095 -2.353  0.083

Record 6
Entry from the Open Molecules 2025 dataset: an isolated molecule of C3H7NO2 (ωB97M-V/def2-TZVPD).

Output
LUMO level: 0.0257 Eh
Total energy: -8809.3785 eV
ΔE to the lowest compared entry with this formula, charge and spin: 26.53 kcal/mol
M: 89.1 g/mol
SMILES: C[C@@H](O)C(N)=O

Last column: Löwdin charge in e.
Geometry (Å):
C1 -1.678 0.429 -0.089  -0.028
C2 -0.352 -0.234 0.506  -0.297
O1 -0.100 -1.625 0.744  -0.040
C3 0.773 0.463 -0.256  -0.502
O2 0.558 1.530 -0.802  0.041
N1 1.985 -0.154 -0.400  0.159
H1 -1.934 1.241 0.605  0.077
H2 -2.532 -0.240 -0.173  0.070
H3 -1.561 0.961 -1.046  0.072
H4 -0.355 0.107 1.544  0.142
H5 0.198 -2.129 -0.026  0.093
H6 2.358 -0.785 0.292  0.103
H7 2.639 0.437 -0.896  0.110